1.
Entry from the Open Molecules 2025 dataset: a single C3H7F molecule at a distorted geometry (ωB97M-V with the def2-TZVPD basis set).

* strongest force on any atom: 5.98 eV/A
* M: 62.09 u
* LUMO level: 1.1 eV
* HOMO: -11.4 eV
* frontier orbital gap: 12.441 eV
* relative energy (zero: lowest compared OMol25 entry of this formula, charge and spin): 151.98 kJ/mol
* SMILES: CC(C)F
* energy: -218.30427 a.u.

Geometry (Å):
C -0.973 0.583 0.672
C -0.137 -0.125 -0.326
C 0.433 -1.279 0.284
H -1.492 -0.001 1.593
H -1.807 1.322 0.121
H -0.052 1.210 1.230
H -0.762 -0.580 -1.035
H 0.848 -1.021 1.291
H 1.375 -1.714 -0.253
H -0.312 -2.062 0.600
F 0.696 0.864 -0.814

---

2.
Entry from the Open Molecules 2025 dataset: a molecular structure, C54H45ClINOPdSSb3 at a distorted geometry (ωB97M-V with the def2-TZVPD basis set).

* strongest force on any atom: 2.26 eV/A
* M: 1390.08 u
* LUMO level (alpha / beta): -4.6 / -4.6 eV
* HOMO (alpha / beta): -9.2 / -9.2 eV
* frontier orbital gap (alpha / beta): 4.591 / 4.588 eV
* relative energy (zero: lowest compared OMol25 entry of this formula, charge and spin): 92.79 kJ/mol
* total charge: +1
* energy: -4219.07640 a.u.

Geometry (Å):
Pd 0.428 -0.244 0.225
C 3.794 1.356 2.062
C 2.848 1.752 3.184
C 1.466 2.128 2.684
Sb -0.109 0.273 2.684
C -1.474 -1.576 2.615
C -2.808 -1.423 2.943
C -3.592 -2.554 3.110
C -3.040 -3.815 2.959
C -1.707 -3.953 2.610
C -0.921 -2.827 2.417
C 0.386 -0.258 4.724
C 0.126 -1.520 5.244
C 0.281 -1.772 6.596
C 0.717 -0.774 7.449
C 0.974 0.487 6.939
C 0.791 0.745 5.594
Sb 2.864 0.014 0.642
C 4.478 -0.193 -0.758
C 4.760 -1.437 -1.303
C 5.851 -1.598 -2.140
C 6.663 -0.517 -2.442
C 6.370 0.729 -1.914
C 5.280 0.892 -1.077
C 2.930 -1.990 1.410
C 2.094 -2.877 0.731
C 2.070 -4.216 1.090
C 2.838 -4.657 2.156
C 3.638 -3.767 2.853
C 3.700 -2.435 2.472
H 4.703 0.882 2.430
H 4.078 2.235 1.478
H 3.277 2.615 3.707
H 2.790 0.940 3.919
H 1.482 2.500 1.655
H 0.973 2.855 3.326
H -3.230 -0.433 3.076
H -4.638 -2.442 3.358
H -3.656 -4.690 3.096
H -1.265 -4.933 2.492
H 0.123 -2.929 2.144
H -0.214 -2.320 4.603
H 0.047 -2.753 6.979
H 0.845 -0.974 8.501
H 1.304 1.282 7.589
H 0.950 1.746 5.225
H 4.132 -2.289 -1.067
H 6.072 -2.571 -2.553
H 7.525 -0.644 -3.082
H 6.997 1.577 -2.147
H 5.053 1.868 -0.668
H 1.448 -2.517 -0.096
H 1.439 -4.906 0.550
H 2.810 -5.696 2.446
H 4.219 -4.110 3.695
H 4.344 -1.745 3.003
Cl -6.493 1.652 -0.407
C -4.962 0.852 -0.289
C -4.903 -0.508 -0.490
C -3.680 -1.153 -0.458
I -3.536 -3.241 -0.689
C -2.465 -0.494 -0.248
O -1.371 -1.161 -0.279
C -2.541 0.932 -0.023
N -1.383 1.594 0.181
C -1.401 2.894 0.347
C -2.583 3.644 0.374
C -3.778 2.994 0.211
C -3.795 1.604 -0.033
H -5.807 -1.067 -0.676
H -0.435 3.367 0.481
H -2.541 4.709 0.539
H -4.711 3.531 0.281
S 0.859 0.652 -1.949
Sb 0.147 -0.039 -4.046
C 1.901 -0.957 -4.857
C 3.134 -0.421 -4.518
C 4.285 -0.972 -5.053
C 4.198 -2.061 -5.906
C 2.964 -2.607 -6.220
C 1.807 -2.052 -5.697
C -1.572 -1.105 -4.840
C -2.508 -1.711 -4.026
C -3.597 -2.346 -4.603
C -3.735 -2.367 -5.980
C -2.790 -1.754 -6.787
C -1.701 -1.114 -6.220
C -0.023 1.898 -4.915
C -1.132 2.662 -4.585
C -1.272 3.932 -5.116
C -0.300 4.435 -5.966
C 0.819 3.677 -6.272
C 0.962 2.404 -5.745
H 3.192 0.418 -3.832
H 5.247 -0.550 -4.801
H 5.096 -2.489 -6.324
H 2.898 -3.464 -6.873
H 0.840 -2.472 -5.940
H -2.386 -1.696 -2.953
H -4.330 -2.826 -3.972
H -4.582 -2.861 -6.430
H -2.898 -1.772 -7.862
H -0.964 -0.627 -6.846
H -1.883 2.266 -3.909
H -2.139 4.528 -4.868
H -0.413 5.423 -6.387
H 1.583 4.077 -6.922
H 1.834 1.807 -5.977

---

3.
Entry from the Open Molecules 2025 dataset: 2 unconnected molecules or ions with the total composition H2N2O3 at a distorted geometry (ωB97M-V with the def2-TZVPD basis set).

* strongest force on any atom: 4.09 eV/A
* M: 78.03 u
* LUMO level (alpha / beta): -2.5 / -2.0 eV
* HOMO (alpha / beta): -11.3 / -11.4 eV
* frontier orbital gap (alpha / beta): 8.835 / 9.426 eV
* relative energy (zero: lowest compared OMol25 entry of this formula, charge and spin): 247.35 kJ/mol
* energy: -336.17085 a.u.

Geometry (Å):
N 0.135 0.189 0.501
N -2.556 -0.085 0.026
O -2.146 -1.191 0.064
O -3.653 0.312 -0.080
O -1.696 0.912 0.125
H -0.129 -0.771 0.556
H 0.530 0.218 -0.432

---

4.
Entry from the Open Molecules 2025 dataset: a molecular structure, C38H47Cl2IN2O4SiTa at a distorted geometry (ωB97M-V with the def2-TZVPD basis set).

* strongest force on any atom: 1.29 eV/A
* M: 1002.65 u
* LUMO level: -4.0 eV
* HOMO: -10.0 eV
* frontier orbital gap: 6.065 eV
* relative energy (zero: lowest compared OMol25 entry of this formula, charge and spin): 27.64 kJ/mol
* total charge: +1
* energy: -3451.16424 a.u.

Geometry (Å):
Ta -0.631 0.227 -0.532
I -1.949 -1.058 1.703
C -2.317 0.872 2.509
C -2.822 0.924 3.777
C -3.180 2.164 4.332
C -3.046 3.298 3.586
C -2.533 3.254 2.270
C -2.436 4.441 1.508
C -1.959 4.392 0.234
C -1.530 3.166 -0.312
C -1.565 1.968 0.371
C -2.123 2.018 1.690
H -2.960 0.022 4.358
H -3.575 2.204 5.337
H -3.339 4.258 3.992
H -2.752 5.374 1.953
H -1.892 5.294 -0.361
H -1.129 3.212 -1.320
Cl -5.882 -4.451 -2.859
C -4.864 -3.133 -2.414
C -5.453 -1.981 -1.867
C -4.694 -0.898 -1.507
Cl -5.422 0.497 -0.810
C -3.281 -0.897 -1.669
O -2.601 0.159 -1.398
C -2.699 -2.113 -2.187
C -1.300 -2.237 -2.333
O -0.446 -1.448 -1.859
C -3.510 -3.207 -2.582
H -6.525 -1.948 -1.729
H -0.919 -3.100 -2.891
H -3.055 -4.096 -2.995
C 1.928 -1.685 2.930
Si 2.383 -1.638 1.092
C 1.975 -3.327 0.284
C 2.191 -3.298 -1.235
C 0.513 -3.693 0.580
C 2.827 -4.444 0.899
C 4.185 -1.001 0.836
C 5.185 -2.163 0.749
C 4.299 -0.171 -0.450
C 4.614 -0.130 2.027
H 2.652 -2.315 3.450
H 0.940 -2.112 3.104
H 1.966 -0.710 3.410
H 1.562 -2.548 -1.717
H 1.948 -4.275 -1.662
H 3.229 -3.087 -1.494
H -0.182 -2.918 0.272
H 0.355 -3.893 1.643
H 0.250 -4.607 0.040
H 3.872 -4.386 0.596
H 2.444 -5.411 0.564
H 2.785 -4.442 1.989
H 5.046 -2.766 -0.148
H 5.129 -2.822 1.619
H 6.201 -1.761 0.717
H 4.003 -0.739 -1.334
H 5.335 0.145 -0.588
H 3.681 0.727 -0.407
H 4.650 -0.708 2.952
H 3.958 0.722 2.193
H 5.617 0.261 1.848
C -4.197 1.162 -4.532
C -3.227 2.301 -4.824
N -2.349 2.013 -5.946
C -2.966 1.911 -7.272
C -3.059 0.479 -7.776
C -1.006 1.882 -5.904
O -0.324 1.696 -6.900
C -0.268 1.955 -4.589
C 0.953 2.630 -4.588
C 1.729 2.622 -3.443
C 1.277 1.930 -2.336
N 0.115 1.262 -2.327
C -0.639 1.279 -3.440
H -4.774 1.381 -3.636
H -3.673 0.218 -4.382
H -4.891 1.022 -5.360
H -2.631 2.553 -3.949
H -3.795 3.204 -5.067
H -2.374 2.512 -7.964
H -3.956 2.361 -7.194
H -2.066 0.042 -7.857
H -3.519 0.459 -8.763
H -3.664 -0.137 -7.110
H 1.280 3.120 -5.494
H 2.676 3.140 -3.400
H 1.837 1.894 -1.412
H -1.568 0.731 -3.381
C 1.458 1.601 1.671
C 0.819 0.736 0.651
O 1.397 -0.503 0.242
H 2.474 1.887 1.394
H 1.502 1.138 2.658
H 0.859 2.508 1.750